# 1
Here is an isolated molecule of C4H7FS from the OMol25 dataset. Energies are from ωB97M-V/def2-TZVPD.

```
13
Properties=species:S:1:pos:R:3:forces:R:3
S 2.617630 -0.893274 -0.342437 -0.84 1.25 1.17
C -0.079202 -0.097252 0.239671 1.47 -1.49 0.34
H -1.505811 -1.035462 -0.923376 -1.19 0.33 -1.05
H -1.751765 1.407054 0.373538 1.06 -0.60 -0.31
H 1.576240 0.634127 1.372026 1.13 -0.27 -0.16
C 1.519626 -0.027748 0.497432 -1.97 -0.83 -0.88
H -0.373142 1.791629 -0.816743 -0.40 -0.66 2.33
F -0.557716 -0.694067 1.460990 0.34 0.39 -0.45
H -0.197679 1.839014 1.090036 0.06 0.19 -0.52
H 0.173391 -0.999109 -1.811549 -1.26 0.11 1.14
C -0.637884 1.309917 0.233734 -0.31 0.85 -2.02
C -0.452017 -1.109885 -0.867199 1.28 0.80 0.16
H -0.331669 -2.124945 -0.506123 0.62 -0.06 0.25
```
Positions in Å, forces in eV/Å.

The calculation puts the LUMO energy at -0.6 eV. Its energy relative to the best compared isomer or geometry (same formula, charge and spin) is 1.424 eV. As for the SMILES: CC(C)(F)C=S. The gap between HOMO and LUMO is 0.3106 hartree. The total energy is -17812.9177 eV. The largest force on an atom is 2.5 eV Å⁻¹.


# 2
Here is an isolated molecule of C8H14 from the OMol25 dataset. Energies are from ωB97M-V/def2-TZVPD.

```
22
Properties=species:S:1:pos:R:3:forces:R:3
H -3.516034 -1.211067 -2.028183 1.04 0.87 0.16
H 1.564750 -2.514099 0.480477 -0.31 1.04 -0.60
C -1.918099 -0.842634 -0.489413 -0.69 3.23 0.80
H 0.053411 0.139043 2.150846 0.27 0.40 0.01
C -0.023641 -0.368309 1.200809 -1.08 -1.17 -2.13
H -2.485822 0.282669 -2.325224 -0.22 -0.17 0.11
H 2.589845 -1.491343 -0.702090 0.29 -0.48 -0.44
H -1.896935 0.933879 0.596228 1.38 0.05 -0.68
H -0.119931 -1.447483 1.390368 -0.25 0.32 0.39
H 2.375679 0.947848 -1.092298 -1.76 0.05 1.08
C 1.902256 2.040987 0.783722 -1.11 -0.61 -0.74
C 1.731004 -1.553774 -0.058737 0.51 1.28 0.42
H -1.857915 -1.893699 -0.298728 0.79 -0.64 -0.70
H 1.150835 1.837451 1.596396 1.18 1.00 -0.37
C -1.268925 0.040652 0.361158 -2.00 -1.71 -0.18
C 1.520576 0.990298 -0.297514 1.69 0.14 -1.51
H 0.563545 1.369448 -0.709700 0.68 -0.04 -0.39
H -3.837580 0.186950 -1.151537 -0.13 0.84 0.61
H 1.702839 2.943043 0.203089 -0.16 0.51 0.84
H 2.958114 2.107458 1.073240 -0.42 -0.59 0.26
C 1.171471 -0.352686 0.200698 -0.40 -1.78 2.31
C -2.988775 -0.319550 -1.564537 0.69 -2.54 0.75
```
Positions in Å, forces in eV/Å.

The calculation puts the LUMO energy at 1.1 eV. Its energy relative to the best compared isomer or geometry (same formula, charge and spin) is 2.822 eV. As for the SMILES: C=C(CC)C/C=C/C. The gap between HOMO and LUMO is 0.3619 hartree. The total energy is -8520.2580 eV. The largest force on an atom is 3.4 eV Å⁻¹.


# 3
Here is a structure of composition C4H5NO2S from the OMol25 dataset. Energies are from ωB97M-V/def2-TZVPD.

```
13
Properties=species:S:1:pos:R:3:forces:R:3
H 0.091615 2.416173 0.568289 4.62 0.44 3.34
O -2.100075 -0.755872 -0.666666 -1.90 -1.83 -1.36
S 2.284834 0.226559 -0.754332 -4.15 1.16 -1.25
C -0.970901 0.890230 -0.073353 2.08 1.71 2.48
C -0.266036 -0.304659 0.419661 2.20 0.69 -1.82
H 1.757067 -0.196497 1.674044 -1.43 -0.58 -2.85
O -0.603392 2.226957 0.063981 -5.63 -2.44 -3.85
C -1.012549 -1.280272 -0.166855 2.55 -0.89 1.64
H 0.809638 0.779948 -1.428942 3.89 -1.18 1.11
H -0.567016 -2.362527 -0.217972 -2.09 1.94 -0.31
C 1.284112 -0.524163 0.580760 -0.14 -1.90 3.34
N -2.097790 0.616506 -0.618735 0.03 0.04 -0.19
H 1.390492 -1.732377 0.620119 -0.02 2.84 -0.29
```
Positions in Å, forces in eV/Å.

The calculation puts the LUMO energy at 0.0 eV. Its energy relative to the best compared isomer or geometry (same formula, charge and spin) is 5.448 eV. The gap between HOMO and LUMO is 0.3476 hartree. The total energy is -20644.7314 eV. The largest force on an atom is 7.2 eV Å⁻¹.


# 4
Here is a structure of composition C50H47BrN3O4OsP3 from the OMol25 dataset. Energies are from ωB97M-V/def2-TZVPD.

```
109
Properties=species:S:1:pos:R:3:forces:R:3
H -5.649836 1.400561 1.070768 0.00 -0.02 0.01
C -2.001315 4.264141 -1.259444 -0.02 0.00 0.09
Br -1.136843 2.461250 0.731503 0.83 -0.52 -0.34
H 0.046082 0.037597 3.939028 0.16 -0.01 0.00
C -1.758974 -3.589207 0.352048 0.02 -0.08 0.20
C -1.454401 -1.198547 -1.476316 -0.52 -0.49 -0.78
H 2.912043 2.946664 5.056243 0.00 -0.01 -0.01
H 3.845732 0.340303 0.850600 0.09 -0.05 -0.05
H 2.255995 2.745876 1.860193 -0.03 0.05 0.11
C -2.420595 -4.793784 0.160254 0.05 0.05 -0.02
H 2.301426 -2.886027 3.590132 0.01 -0.04 0.00
C 4.504173 1.585661 4.581315 0.01 0.00 -0.01
O -4.824026 -3.245285 -5.344562 0.04 -0.02 -0.02
C -0.734047 2.352477 -2.111149 -0.04 -0.08 0.00
N 3.551780 3.744535 0.572032 0.14 0.18 0.15
C 3.949814 -0.179139 3.039633 -0.04 -0.05 0.12
C 3.605150 4.312902 -0.770854 -0.05 -0.15 -0.01
C -3.674430 -4.998594 0.713833 -0.04 -0.01 0.02
H 4.897265 1.661702 -2.316712 0.01 0.01 -0.02
C 4.713487 2.878323 0.784617 -0.20 -0.08 -0.17
C 3.021043 -4.313468 2.178042 0.00 0.00 0.05
H 2.042526 -1.768812 -0.550573 -0.02 0.00 0.00
C -4.773961 1.259272 1.690357 0.04 0.03 -0.01
H 4.250369 -1.064654 2.493785 0.02 0.01 -0.01
H 4.649991 2.424165 1.774156 0.01 -0.02 0.01
C -1.314542 3.104211 -1.073850 -0.02 0.21 0.07
C 2.084306 -2.176301 1.561462 -0.14 -0.03 0.03
H -0.488362 2.541112 -5.514798 -0.03 -0.03 0.00
P 2.096131 1.600312 -0.300352 0.87 0.01 -0.24
C -4.343231 -1.789437 -3.709965 -0.03 0.03 0.01
C -2.172751 4.744326 -2.574180 0.01 -0.03 -0.04
H 5.612247 3.492630 0.735902 0.00 0.02 0.01
P -1.456960 -1.102205 1.650259 -0.51 -0.07 -0.78
C -4.270813 -3.999304 1.469665 -0.05 -0.05 0.02
H 3.904116 0.068961 -0.887681 -0.03 0.01 -0.02
H -1.555521 -1.854006 3.948074 -0.04 0.02 -0.07
O -5.591314 -1.446964 -4.123194 0.00 0.00 0.00
H 5.730762 3.070370 -1.632969 0.02 -0.01 -0.02
C -3.835870 0.300291 1.344748 0.03 0.05 0.08
C -2.312890 -1.783742 -2.504744 0.05 0.10 0.14
C 4.873164 0.462993 3.854871 -0.01 -0.04 0.01
C -0.776145 -1.791558 3.186439 -0.08 -0.15 -0.03
C 0.550934 0.515027 -3.000825 -0.36 0.04 -0.10
H -0.866345 -3.251358 -3.059705 -0.01 -0.02 0.00
C -1.649402 4.050368 -3.627301 0.00 0.02 0.02
H 3.063835 -3.913927 -1.183588 0.00 0.02 0.00
C 2.449210 -3.105727 2.539724 -0.03 0.03 0.03
C -2.365502 -2.575376 1.093738 -0.05 0.14 -0.15
C 0.374685 -0.924641 3.549349 0.15 0.24 0.13
H -0.768483 -3.450341 -0.053203 0.04 -0.03 -0.03
O -0.290970 -1.619890 -1.235303 1.30 0.46 0.13
C 2.316669 -2.476386 0.220805 0.00 0.02 -0.01
H 2.529392 1.789834 -2.710203 0.07 0.05 0.06
H 1.270740 1.817758 3.623369 0.03 0.05 0.01
C -0.353591 2.145289 -4.515777 0.04 -0.03 -0.08
H -4.181754 -5.943899 0.573091 0.00 0.02 -0.02
H -0.444123 -2.803504 2.947630 -0.06 -0.02 0.00
C 0.354121 0.995436 -4.313001 -0.07 0.11 0.03
C 0.011764 1.159631 -1.912474 0.43 -0.39 -0.40
H -2.299710 -4.257513 -4.857244 0.01 0.00 0.04
C -2.641826 -3.428037 -4.254533 0.01 -0.07 -0.06
H -6.823360 -2.906221 -4.926077 0.03 -0.04 0.06
C -4.594936 2.035522 2.828053 -0.01 0.02 -0.02
H 5.223062 2.077431 5.223086 0.00 0.00 -0.01
N 3.670702 3.279537 -1.799497 0.08 0.15 -0.10
H -2.722078 5.661887 -2.733084 0.00 -0.01 0.00
H 5.880720 0.075164 3.927014 -0.01 0.01 0.00
H -4.097767 -2.022391 2.261394 0.00 -0.10 0.00
H -6.077123 -1.784777 -6.109236 0.08 0.03 -0.02
C 3.206815 2.072806 4.490204 -0.02 0.02 -0.01
C 2.646232 0.302105 2.940745 0.09 0.24 -0.16
H 2.725897 4.938613 -0.932040 0.00 0.01 -0.03
H 1.608398 3.172527 -2.121991 0.08 0.01 -0.01
C 3.781390 0.829643 -0.111360 -0.26 0.08 -0.26
H 1.129158 -0.391575 -2.862083 0.00 0.02 0.01
C -2.530221 0.896433 3.279818 -0.03 -0.20 0.03
H -1.666514 0.765201 3.917586 -0.10 0.03 0.04
C -3.582662 -1.214034 -2.734930 0.00 0.03 0.09
H -3.923160 -0.357663 -2.169780 -0.03 -0.01 -0.01
H -3.990437 -0.308264 0.466828 0.01 0.00 -0.06
H 1.052981 -1.346452 4.290577 0.03 0.00 -0.03
C -3.477121 1.847082 3.627501 0.03 0.08 -0.02
C 2.448361 2.512468 -1.898591 0.13 -0.02 0.08
H 4.496950 4.933491 -0.853142 0.01 0.02 0.03
H -2.411096 4.808534 -0.418564 -0.01 0.00 -0.02
C 4.843036 2.443090 -1.557338 -0.13 -0.01 0.05
P 1.331251 -0.588935 2.021383 1.41 0.24 -0.39
C -0.916944 2.854572 -3.426733 -0.01 0.01 0.01
C 2.295642 3.073819 0.831282 -0.18 -0.13 -0.26
C -2.705549 0.105655 2.142716 -0.11 0.12 -0.03
H 3.671970 -5.557778 0.556105 0.02 0.02 0.01
H 1.465326 3.760475 0.655098 0.01 0.01 -0.01
C -5.928005 -2.344409 -5.186759 -0.08 0.04 -0.01
O -1.856241 -0.195024 -0.790241 0.73 0.47 0.21
H 3.301767 -5.025275 2.942809 -0.01 0.00 0.00
H -5.240662 -4.162259 1.920462 0.00 0.00 -0.02
C 3.236874 -4.607917 0.837443 -0.02 0.01 -0.04
C 2.285121 1.433140 3.676305 -0.01 -0.11 0.10
C -3.624336 -2.790507 1.664016 0.02 0.01 -0.11
H -1.782891 4.407928 -4.640575 0.00 0.02 0.01
Os 0.156225 0.260748 -0.055156 -4.11 -0.33 2.63
C -3.884815 -2.874502 -4.453156 -0.03 0.01 0.01
N 4.823154 1.829899 -0.232992 0.28 -0.02 0.10
H -1.948007 -5.577947 -0.416128 0.01 0.01 0.00
H -5.330446 2.783519 3.092905 0.00 -0.02 0.02
H -3.337366 2.443602 4.519406 -0.01 -0.01 0.00
C -1.855217 -2.859443 -3.255843 0.07 -0.03 0.03
C 2.891141 -3.686942 -0.139954 0.01 -0.03 0.05
H 0.774358 0.455076 -5.150650 0.02 0.01 0.00
```
Positions in Å, forces in eV/Å.

The calculation puts the LUMO energy at -6.2 eV. Its total charge is +2. The gap between HOMO and LUMO is 0.2298 hartree. The total energy is -165636.7896 eV. The largest force on an atom is 4.9 eV Å⁻¹.


# 5
Here is a structure of composition C16H31MoNP2Se from the OMol25 dataset. Energies are from ωB97M-V/def2-TZVPD.

```
52
Properties=species:S:1:pos:R:3:forces:R:3
C 0.382787 1.426421 0.098238 -0.09 -3.31 0.67
H -0.410225 2.531708 -3.241057 0.38 -0.21 0.50
H -0.582800 3.586890 2.599829 0.38 -0.17 -0.45
H 0.635752 -3.213288 1.504879 -0.35 0.12 0.12
C -2.386987 1.567966 -1.703130 -0.99 -0.53 0.60
H 3.189643 2.478188 3.671982 -0.27 0.26 -0.67
Mo -1.975893 -2.587733 0.508772 -2.55 1.30 3.27
H -1.449433 -1.084786 -0.092637 -0.54 0.13 0.54
H 2.801302 2.674191 -0.047645 -0.12 -0.59 0.15
H 3.089294 0.469463 2.085083 0.22 0.07 -0.09
C 2.883173 1.610744 0.252992 0.13 0.37 1.16
P -0.728071 0.908144 -1.313507 1.09 3.46 -3.11
C 2.578126 2.414142 2.750965 -0.03 0.44 0.54
H -0.740934 -2.312586 -3.508636 -0.01 0.45 -0.15
C 3.249868 1.507064 1.750273 -0.01 -0.24 0.41
H 1.542451 -3.204054 -2.033494 -0.14 0.28 0.30
H -0.885218 -3.469197 2.454797 0.55 0.30 0.11
C 0.209458 3.200653 1.927419 -0.30 -0.23 0.16
H 1.398711 3.881569 3.621331 0.05 -0.86 -0.58
C -0.340461 -2.790044 1.760815 -0.09 -0.21 0.19
C 1.615806 0.854707 0.008863 0.12 0.57 0.25
H -2.807885 2.213762 -0.927155 0.14 -0.21 0.04
C -3.631366 -1.381452 2.883008 -0.69 1.55 1.62
C 1.173534 -2.670904 -1.139843 0.37 -0.05 -0.15
C 0.143430 2.313884 -2.303285 -0.44 -0.05 -0.34
H -3.068343 0.729688 -1.870964 -0.15 0.13 0.21
C 1.465638 3.160679 2.771662 0.18 0.31 0.72
N -3.114007 -1.933034 1.957732 0.00 -0.25 -0.53
C -0.402925 -0.290679 -2.686798 0.15 -1.12 0.04
H 0.682592 -0.446092 -2.718342 -0.14 0.23 -0.12
H -0.254009 -1.785630 2.206211 0.18 -0.44 0.15
H 1.180029 2.046374 -2.547102 -0.23 -0.17 0.15
Se -4.301371 -0.479254 4.207338 0.44 -0.86 -1.00
H -1.400756 1.918580 1.232110 0.56 0.04 -0.18
H 3.720911 1.172468 -0.311836 -0.48 0.00 0.01
P -0.630943 -2.550262 -1.178331 2.77 -1.42 -2.82
H -0.171768 1.024934 2.125663 0.12 0.43 -0.44
H 0.286957 3.914653 1.094598 -0.05 -0.10 0.18
H -0.512247 -5.032466 -0.945739 -0.20 0.27 0.37
H 4.320701 1.696318 1.881739 -0.13 -0.10 -0.20
H -0.693345 0.219810 -3.614423 0.12 0.19 0.41
C -1.287261 -4.275527 -1.105299 0.39 0.39 -1.05
H -2.358940 2.156903 -2.630447 0.32 -0.32 0.35
H -2.011896 -4.290714 -0.226620 0.04 -1.50 -0.70
H 1.712272 -0.244139 -0.064658 0.00 0.76 -1.27
H 1.617081 -1.666710 -1.101864 -0.08 -0.47 -0.18
H -1.853998 -4.555862 -2.006742 -0.11 0.20 0.50
H 1.490093 -3.213728 -0.238256 -0.14 0.16 -0.44
H 0.201620 3.255266 -1.729964 -0.21 -0.47 0.01
C -1.085448 -1.666147 -2.690390 0.01 -0.57 0.20
H -2.179700 -1.620770 -2.752612 0.18 0.12 0.01
C -0.305000 1.829898 1.374467 -0.33 1.92 0.52
```
Positions in Å, forces in eV/Å.

The calculation puts the LUMO energy (spin up / spin down) at -7.6 / -7.9 eV. Its energy relative to the best compared isomer or geometry (same formula, charge and spin) is 0.000 eV. Its total charge is +2. Its spin multiplicity is 3. Its expectation value of S² is 2.0226. The gap between HOMO and LUMO (spin up / spin down) is 0.2345 / 0.2266 hartree. The total energy is -104341.2581 eV. The largest force on an atom is 4.8 eV Å⁻¹.